The following is a quantum chemistry calculation of a molecular structure, C3H4O3Tb at a distorted geometry, from the Open Molecules 2025 dataset.

- LUMO energy (alpha / beta): -0.023 / -0.057 Ha
- ⟨S²⟩: 15.80
- Frontier orbital gap (alpha / beta): 0.2556 / 0.2244 hartree
- Energy relative to the best compared isomer or geometry (same formula, charge and spin): 0.0 kcal/mol
- Largest force on an atom: 3.63 eV Å⁻¹
- HOMO level (alpha / beta): -7.59 / -7.65 eV
- Electronic energy: -31749.868 eV

```
! RIJCOSX wB97M-V def2-TZVPD def2/J DEFGRID3
* xyz 0 8
Tb 0.47 -0.79 -2.25
O 1.71 -1.56 -0.58
O 1.11 -2.07 1.52
O -0.36 -1.15 0.08
C -0.34 1.42 -0.54
C -0.77 0.60 0.57
C 0.87 -1.64 0.39
H -1.15 1.97 -1.04
H -1.85 0.49 0.69
H 0.56 2.03 -0.36
H -0.25 0.69 1.53
*
```



The following is a quantum chemistry calculation of a molecular structure, C3H4O3Tb at a distorted geometry, from the Open Molecules 2025 dataset.

- LUMO energy (alpha / beta): -0.241 / -0.229 Ha
- ⟨S²⟩: 12.76
- Frontier orbital gap (alpha / beta): 0.2377 / 0.2507 hartree
- Energy relative to the best compared isomer or geometry (same formula, charge and spin): 0.0 kcal/mol
- Largest force on an atom: 5.83 eV Å⁻¹
- HOMO level (alpha / beta): -13.02 / -13.05 eV
- Electronic energy: -31743.836 eV

```
! RIJCOSX wB97M-V def2-TZVPD def2/J DEFGRID3
* xyz 1 7
Tb 0.63 -0.09 -0.03
O 2.57 0.90 0.18
O 2.47 -1.29 0.04
O 4.47 -0.30 0.33
C -2.33 -0.38 -0.25
C -1.92 0.86 0.13
C 3.24 -0.23 0.19
H -2.11 1.24 -0.94
H -2.42 -1.20 0.46
H -2.55 -0.67 -1.28
H -2.05 1.16 1.17
*
```



The following is a quantum chemistry calculation of a molecular structure, C3H4O3Y at a distorted geometry, from the Open Molecules 2025 dataset.

- LUMO energy: -0.600 Ha
- Frontier orbital gap: 0.2426 hartree
- Energy relative to the best compared isomer or geometry (same formula, charge and spin): 140.7 kcal/mol
- Largest force on an atom: 7.61 eV Å⁻¹
- HOMO level: -22.93 eV
- Electronic energy: -10321.130 eV

```
! RIJCOSX wB97M-V def2-TZVPD def2/J DEFGRID3
* xyz 3 1
Y 0.00 -2.82 -0.62
O 1.60 0.97 -0.66
O 1.71 -1.32 -0.55
O -1.03 -1.02 0.35
C 1.49 -0.19 -0.20
C -0.25 0.14 0.59
C -0.28 1.30 -0.29
H -1.31 1.46 -0.65
H -1.75 -1.13 0.98
H -0.13 0.31 1.67
H -0.05 2.31 -0.62
*
```